Computed, not measured: 2 unconnected molecules or ions with the total composition C2H7BrNO in a non-equilibrium geometry, with ωB97M-V/def2-TZVPD.

Structure (XYZ):
```
12
Properties=species:S:1:pos:R:3:forces:R:3
C 1.05836 0.29014 1.62947 -1.35 -0.91 -1.86
C -1.27048 -0.44266 -1.56799 -2.17 -0.80 0.56
N 0.97795 0.58393 0.18527 -1.62 -0.13 -0.06
O -2.16030 -1.03477 -0.82634 0.00 4.72 -1.14
Br -1.67415 1.14453 -2.39619 0.41 -0.84 0.81
H 0.27278 0.84493 2.03245 -1.27 0.86 1.15
H 1.95707 0.70704 1.96959 1.47 -0.30 1.17
H 0.78284 -0.77378 1.79473 0.99 0.65 0.20
H 1.74689 0.13890 -0.26651 0.63 0.49 -0.71
H -0.53882 -1.12630 -1.91888 1.37 0.21 -0.47
H 0.85926 1.59774 0.04330 0.71 -0.92 -0.29
H -2.01140 -1.92969 -0.67890 0.84 -3.03 0.63
```
Positions in Å, forces in eV/Å.

HOMO-LUMO gap (alpha / beta) = 7.17 / 7.17 eV
Net charge = +1
2S+1 = 1
F_max = 0.0944 Eh/bohr
ΔE to the lowest compared entry with this formula, charge and spin = 52.0 kcal/mol